A single C22H23N3O4S molecule, computed with ωB97M-V/def2-TZVPD.

The relative energy (zero: lowest compared OMol25 entry of this formula, charge and spin) is 50.55 kcal/mol. The calculation puts the HOMO-LUMO gap at 9.2112 eV. The energy comes out at -46682.5284 eV. As for the highest occupied orbital energy: -8.7 eV. As for the SMILES: CN(Cc1ccccc1)S(=O)(=O)c1ccc(OCC(=O)NCc2cccnc2)cc1. As for the total charge: 0.

```
53
Properties=species:S:1:pos:R:3:forces:R:3:lowdin_charge:R:1
C 4.4495 -0.4774 2.1243 0.1 -0.1 0.5 -0.092
N 3.5336 -0.1544 1.0521 -0.9 0.2 0.2 -0.275
S 2.0097 0.3770 1.5519 -0.1 -0.4 -0.2 0.684
O 1.7418 -0.2217 2.8302 0.2 -0.3 0.1 -0.293
O 1.8989 1.8061 1.4524 0.1 0.0 -0.3 -0.274
C 0.9237 -0.3902 0.3637 0.2 0.4 0.3 -0.289
C 0.9861 -1.7614 0.1941 -0.2 -0.2 0.0 -0.048
C 0.1073 -2.3813 -0.6680 -0.2 0.0 0.0 0.027
C -0.8557 -1.6312 -1.3474 0.3 0.2 0.3 -0.259
C -0.8994 -0.2499 -1.1723 -0.1 -0.3 -0.2 0.003
C -0.0053 0.3671 -0.3165 0.2 0.1 0.1 -0.058
H -0.0217 1.4345 -0.1660 -0.1 0.1 -0.1 0.120
H -1.6133 0.3575 -1.7049 -0.1 0.0 -0.1 0.115
O -1.6935 -2.3232 -2.1684 0.1 -0.1 -0.1 -0.024
C -2.9947 -1.8047 -2.3584 -0.1 -0.1 0.2 -0.090
H -2.9875 -0.8985 -2.9772 0.0 -0.1 0.1 0.122
H -3.5367 -2.5945 -2.8851 0.0 0.2 0.1 0.141
C -3.6499 -1.5707 -0.9859 0.0 0.2 -0.5 -0.484
O -3.6685 -2.4368 -0.1425 0.1 -0.3 0.2 0.090
N -4.1816 -0.3429 -0.8020 -0.4 0.3 -0.1 0.079
H -4.0504 0.3762 -1.4955 0.1 -0.2 0.0 0.137
C -4.6079 0.0986 0.5180 0.1 0.0 0.1 -0.122
C -3.4659 0.7871 1.2203 0.0 0.0 0.1 -0.196
C -3.2716 2.1585 1.1104 -0.2 -0.3 -0.1 -0.119
N -2.2457 2.7997 1.6415 0.1 0.6 -0.1 0.067
C -1.3531 2.0989 2.3198 0.2 -0.2 0.2 -0.150
C -1.4446 0.7245 2.5003 -0.2 0.0 0.0 -0.054
C -2.5176 0.0586 1.9331 0.0 0.2 0.1 -0.011
H -2.6234 -1.0122 2.0294 0.0 -0.1 0.0 0.122
H -0.6831 0.1973 3.0521 0.1 -0.1 0.1 0.094
H -0.5200 2.6571 2.7226 0.1 0.0 0.1 0.107
H -3.9787 2.7782 0.5705 -0.2 0.0 -0.1 0.110
H -4.9080 -0.7968 1.0664 -0.1 0.2 -0.1 0.126
H -5.4624 0.7692 0.4037 0.0 -0.1 0.1 0.124
H 0.1242 -3.4483 -0.8204 0.0 -0.1 0.0 0.126
H 1.7172 -2.3245 0.7512 0.1 -0.2 0.0 0.123
C 4.0948 0.6994 0.0167 0.0 0.2 -0.3 -0.173
C 3.2204 0.6722 -1.2041 0.2 0.2 -0.4 -0.242
C 2.5740 1.8164 -1.6472 0.2 -0.1 0.0 -0.049
C 1.7530 1.7679 -2.7612 0.0 0.1 -0.1 -0.082
C 1.5681 0.5753 -3.4381 0.0 0.1 -0.1 -0.090
C 2.2128 -0.5705 -3.0031 0.1 -0.1 0.0 -0.075
C 3.0380 -0.5201 -1.8955 0.1 0.2 -0.1 -0.046
H 3.5429 -1.4110 -1.5530 0.0 -0.1 0.1 0.122
H 2.0724 -1.5033 -3.5287 0.0 -0.1 0.0 0.108
H 0.9260 0.5372 -4.3059 -0.1 0.0 -0.1 0.103
H 1.2548 2.6647 -3.0990 -0.1 0.1 0.0 0.105
H 2.7028 2.7426 -1.1084 0.0 0.1 0.1 0.117
H 5.0879 0.3083 -0.2264 -0.1 0.0 0.1 0.136
H 4.1975 1.7293 0.3842 0.1 -0.1 -0.1 0.124
H 3.8682 -0.9345 2.9207 0.2 -0.1 0.1 0.076
H 4.9563 0.4103 2.5188 0.0 0.0 0.0 0.096
H 5.1940 -1.1857 1.7581 0.0 0.0 0.0 0.093
```
Positions in Å, forces in eV/Å.